Below is C39H40AuN5P2SSeTe as an isolated structure, with properties calculated with ωB97M-V/def2-TZVPD.

Its multiplicity is 1. Its LUMO energy is -6.500 eV. As for the charge: +2. The HOMO energy comes out at -12.237 eV.

Positions of all 90 atoms, in Å:
Au1 0.13 -0.14 -0.75
Te1 2.00 2.08 3.80
C1 1.08 3.94 4.21
C2 1.00 4.92 3.23
C3 0.39 6.12 3.55
N1 -0.11 6.38 4.76
C4 0.00 5.45 5.69
C5 0.58 4.20 5.47
C6 0.83 1.73 2.09
P1 -0.82 1.85 2.15
C7 -1.65 2.41 3.61
C8 -2.30 3.65 3.59
C9 -2.95 4.09 4.73
C10 -2.97 3.29 5.86
C11 -2.34 2.05 5.88
C12 -1.68 1.60 4.75
C13 -1.69 2.27 0.66
C14 -2.98 1.77 0.47
C15 -3.68 2.11 -0.67
C16 -3.09 2.95 -1.61
C17 -1.82 3.46 -1.42
C18 -1.11 3.12 -0.28
P2 1.63 0.97 0.62
C19 2.88 -0.08 1.41
C20 2.50 -0.93 2.44
C21 3.42 -1.78 3.02
C22 4.73 -1.80 2.56
C23 5.11 -0.97 1.51
C24 4.19 -0.11 0.93
C25 2.51 2.34 -0.17
C26 3.53 3.06 0.47
C27 4.14 4.12 -0.17
C28 3.75 4.47 -1.46
C29 2.75 3.76 -2.10
C30 2.13 2.70 -1.46
H1 1.41 4.76 2.23
H2 0.30 6.91 2.81
H3 -0.40 5.70 6.67
H4 0.62 3.47 6.27
H5 -2.29 4.26 2.69
H6 -3.44 5.05 4.73
H7 -3.49 3.63 6.75
H8 -2.37 1.43 6.76
H9 -1.17 0.64 4.75
H10 -3.44 1.12 1.22
H11 -4.68 1.73 -0.83
H12 -3.64 3.22 -2.50
H13 -1.38 4.13 -2.15
H14 -0.12 3.53 -0.11
H15 1.47 -0.95 2.79
H16 3.12 -2.44 3.82
H17 5.46 -2.47 3.01
H18 6.13 -1.00 1.15
H19 4.50 0.53 0.12
H20 3.86 2.77 1.46
H21 4.93 4.66 0.33
H22 4.24 5.30 -1.96
H23 2.46 4.03 -3.11
H24 1.35 2.15 -1.96
S1 0.16 -2.59 0.78
C31 -1.11 -3.53 0.14
N2 -2.35 -3.40 0.61
C32 -3.47 -4.25 0.21
C33 -2.94 -5.60 -0.25
C34 -1.89 -5.37 -1.32
N3 -0.89 -4.42 -0.84
H25 -2.47 -2.73 1.34
H26 -4.04 -3.77 -0.59
H27 -4.14 -4.37 1.06
H28 -3.74 -6.22 -0.64
H29 -2.49 -6.12 0.60
H30 -2.36 -4.97 -2.23
H31 -1.38 -6.29 -1.59
H32 0.08 -4.57 -1.05
C35 1.33 -2.10 -3.00
N4 0.07 -2.61 -3.51
C36 -0.01 -3.68 -4.39
C37 -1.32 -3.86 -4.68
N5 -2.02 -2.90 -3.97
C38 -3.46 -2.71 -4.02
C39 -1.16 -2.14 -3.26
Se1 -1.78 -0.70 -2.23
H33 2.14 -2.62 -3.50
H34 1.40 -2.27 -1.92
H35 1.42 -1.03 -3.21
H36 0.86 -4.20 -4.73
H37 -1.81 -4.57 -5.32
H38 -3.88 -3.42 -4.72
H39 -3.70 -1.70 -4.34
H40 -3.89 -2.87 -3.03


Below is C2H6AlF3O as an isolated structure at a distorted geometry, with properties calculated with ωB97M-V/def2-TZVPD.

Its multiplicity is 1. Its LUMO energy is -6.512 eV. The HOMO energy comes out at -11.812 eV.

Positions of all 13 atoms, in Å:
Al1 0.11 1.56 2.31
F1 1.19 3.35 0.47
F2 1.01 -0.42 4.23
F3 -0.78 3.95 3.63
C1 0.35 -1.57 -1.58
C2 -0.77 -0.87 -0.82
O1 -0.39 0.45 -0.38
H1 0.64 -1.20 -2.57
H2 0.23 -2.65 -1.73
H3 1.27 -1.41 -1.01
H4 -1.07 -1.48 0.03
H5 -1.66 -0.67 -1.41
H6 -0.13 0.96 -1.16


Below is C18H36IN3PdS2Si2 as an isolated structure at a distorted geometry, with properties calculated with ωB97M-V/def2-TZVPD.

Its multiplicity is 3. Its LUMO energy (alpha / beta) is 4.019 / 3.993 eV. As for the charge: -2. The HOMO energy (alpha / beta) comes out at 2.718 / -2.320 eV.

Positions of all 63 atoms, in Å:
Pd1 -13.54 -2.26 1.82
C1 -14.60 0.23 -2.01
Si1 -13.75 -0.15 -0.32
C2 -13.00 1.39 0.51
C3 -12.23 -1.22 -0.87
C4 -15.16 -0.88 0.69
C5 -15.77 -2.14 0.26
C6 -17.00 -2.39 -0.40
C7 -17.41 -3.70 -0.65
C8 -16.51 -4.74 -0.44
C9 -15.29 -4.45 0.18
N1 -14.98 -3.22 0.58
Si2 -16.20 0.09 1.89
C10 -17.30 -1.20 2.80
C11 -15.18 1.11 3.15
C12 -17.43 1.23 0.94
H1 -13.82 0.57 -2.72
H2 -15.39 0.99 -1.99
H3 -15.03 -0.71 -2.40
H4 -12.18 1.71 -0.13
H5 -12.59 1.06 1.47
H6 -13.67 2.25 0.66
H7 -11.71 -0.70 -1.69
H8 -12.52 -2.22 -1.24
H9 -11.52 -1.33 -0.04
H10 -17.62 -1.53 -0.64
H11 -18.39 -3.91 -1.08
H12 -16.74 -5.78 -0.73
H13 -14.56 -5.23 0.35
H14 -16.69 -2.00 3.22
H15 -18.07 -1.64 2.17
H16 -17.83 -0.75 3.67
H17 -14.27 0.57 3.38
H18 -15.75 1.26 4.07
H19 -14.87 2.11 2.77
H20 -18.10 0.60 0.34
H21 -16.94 1.95 0.28
H22 -18.02 1.79 1.66
I1 -11.19 -4.60 0.88
C13 -12.40 -3.77 2.51
H23 -11.70 -3.45 3.28
H24 -13.12 -4.55 2.79
S1 -12.30 -0.78 3.05
C14 -14.42 -2.79 5.42
N2 -15.87 -3.07 5.48
C15 -16.65 -2.15 6.37
C16 -16.34 -4.28 5.07
S2 -15.49 -5.26 4.03
N3 -17.52 -4.73 5.70
C17 -17.44 -5.41 7.01
C18 -18.44 -5.34 4.75
H25 -14.15 -2.09 6.24
H26 -14.13 -2.31 4.47
H27 -13.83 -3.71 5.53
H28 -16.62 -1.15 5.93
H29 -16.15 -2.11 7.35
H30 -17.70 -2.47 6.50
H31 -16.86 -4.80 7.72
H32 -17.04 -6.42 6.94
H33 -18.47 -5.47 7.38
H34 -18.62 -4.62 3.95
H35 -19.41 -5.52 5.24
H36 -18.06 -6.28 4.33


Below is a 2-piece molecular cluster, C5H8N2O overall at a distorted geometry, with properties calculated with ωB97M-V/def2-TZVPD.

Its multiplicity is 1. Its LUMO energy is -1.240 eV. The HOMO energy comes out at -8.082 eV.

Positions of all 16 atoms, in Å:
C1 0.13 0.87 0.03
C2 -1.18 0.57 0.09
C3 -2.06 -0.64 0.16
C4 1.44 -1.00 0.81
C5 1.06 -1.36 -0.63
H1 -0.36 2.84 0.23
H2 1.48 2.74 -1.12
H3 -2.01 1.36 -0.23
H4 -1.79 -1.69 0.41
H5 2.42 -0.70 1.46
H6 0.47 -1.28 1.50
H7 1.91 -1.77 -1.33
H8 0.15 -1.94 -1.10
N1 0.29 2.13 0.13
N2 1.28 0.19 -0.32
O1 -3.23 -0.33 -0.10


Below is C39H28BeCl2F3N3O6Sb as an isolated structure at a distorted geometry, with properties calculated with ωB97M-V/def2-TZVPD.

Its multiplicity is 1. Its LUMO energy is 2.271 eV. As for the charge: -1. The HOMO energy comes out at -5.906 eV.

Positions of all 83 atoms, in Å:
Be1 1.90 2.97 1.26
O1 3.52 1.25 -1.44
C1 3.04 1.97 -0.61
O2 2.23 1.63 0.33
C2 3.51 3.54 -0.53
O3 4.28 4.03 -1.31
O4 2.90 4.09 0.53
N1 3.74 4.59 3.22
C3 3.57 3.31 3.59
C4 4.07 2.80 4.85
C5 3.72 1.54 5.33
C6 2.82 0.82 4.55
C7 2.42 1.37 3.30
N2 2.75 2.57 2.86
H1 4.52 5.12 3.59
H2 3.57 4.72 2.24
H3 4.74 3.42 5.45
H4 4.07 1.11 6.29
H5 2.36 -0.08 4.93
H6 1.69 0.82 2.76
Cl1 -3.09 -0.51 -0.51
C8 -4.01 0.49 0.61
C9 -4.31 -0.04 1.88
C10 -5.20 0.59 2.70
C11 -5.85 1.71 2.25
C12 -5.60 2.25 1.02
Cl2 -6.45 3.71 0.49
C13 -4.61 1.69 0.17
N3 -4.29 2.35 -1.03
C14 -2.97 2.37 -1.61
C15 -2.81 2.01 -2.93
C16 -1.58 2.09 -3.55
C17 -0.47 2.58 -2.86
C18 -0.65 2.88 -1.57
C19 -1.86 2.81 -0.91
C20 -1.87 3.36 0.50
C21 -0.72 2.81 1.36
O5 -0.93 1.73 1.92
O6 0.40 3.43 1.41
H7 -3.75 -0.91 2.10
H8 -5.53 0.14 3.65
H9 -6.54 2.12 2.96
H10 -4.87 3.08 -1.32
H11 -3.66 1.77 -3.50
H12 -1.56 1.83 -4.64
H13 0.44 2.55 -3.40
H14 0.23 3.15 -0.97
H15 -2.80 3.01 0.93
H16 -1.73 4.48 0.44
F1 6.12 -4.15 -3.34
C22 4.94 -3.67 -2.81
C23 4.84 -2.37 -2.31
C24 3.55 -1.91 -1.96
C25 2.41 -2.74 -2.02
C26 2.59 -4.01 -2.50
C27 3.81 -4.47 -2.89
Sb1 0.56 -1.58 -1.75
C28 0.12 -2.13 0.30
C29 -0.23 -3.43 0.65
C30 -0.69 -3.72 1.95
C31 -0.95 -2.65 2.81
F2 -1.45 -2.96 4.06
C32 -0.56 -1.37 2.51
C33 -0.08 -1.11 1.26
C34 -0.57 -3.08 -2.65
C35 -1.75 -3.55 -2.04
C36 -2.57 -4.50 -2.67
C37 -2.14 -5.00 -3.91
F3 -2.95 -5.85 -4.58
C38 -0.98 -4.60 -4.48
C39 -0.23 -3.63 -3.91
H17 5.73 -1.76 -2.22
H18 3.49 -0.95 -1.40
H19 1.74 -4.65 -2.72
H20 3.89 -5.48 -3.23
H21 -0.06 -4.19 -0.11
H22 -0.90 -4.85 2.23
H23 -0.90 -0.51 3.16
H24 0.06 -0.05 0.99
H25 -1.98 -3.16 -1.07
H26 -3.50 -4.92 -2.27
H27 -0.74 -4.89 -5.48
H28 0.59 -3.21 -4.38


Below is one molecule with the formula C6H7NO at a distorted geometry, with properties calculated with ωB97M-V/def2-TZVPD.

The SMILES is O=CN1[C@@H]2C=CC[C@@H]21. Its multiplicity is 1. Its LUMO energy is 0.884 eV. The HOMO energy comes out at -9.036 eV.

Positions of all 15 atoms, in Å:
O1 -0.84 -1.21 1.57
C1 -1.17 -0.66 0.54
N1 -1.00 0.71 0.39
C2 -0.41 0.85 -0.98
C3 0.15 -0.31 -1.61
C4 1.23 -0.61 -0.80
C5 1.48 0.19 0.57
C6 0.36 1.19 0.29
H1 -1.63 -1.14 -0.27
H2 -0.82 1.45 -1.79
H3 -0.19 -0.87 -2.61
H4 2.03 -1.34 -1.08
H5 1.47 -0.41 1.61
H6 2.48 0.76 0.32
H7 0.60 2.39 0.49


Below is a 3-piece molecular cluster, H6O3 overall at a distorted geometry, with properties calculated with ωB97M-V/def2-TZVPD.

The SMILES is O.O.O. Its multiplicity is 1. Its LUMO energy is 0.576 eV. The HOMO energy comes out at -9.648 eV.

Positions of all 9 atoms, in Å:
O1 1.58 1.09 -0.12
H1 1.98 1.51 0.66
H2 0.69 1.15 0.12
O2 -3.39 -0.18 0.04
H3 -4.24 -0.14 -0.42
H4 -3.11 0.79 0.28
O3 1.94 -0.94 -0.04
H5 2.57 -1.68 0.29
H6 1.11 -1.42 0.06


Below is one molecule with the formula C7H11N at a distorted geometry, with properties calculated with ωB97M-V/def2-TZVPD.

The SMILES is C#C[C@H](C)[C@H](N)C=C. Its multiplicity is 1. Its LUMO energy is 0.932 eV. The HOMO energy comes out at -8.230 eV.

Positions of all 19 atoms, in Å:
C1 1.79 1.61 1.30
C2 0.85 1.01 0.80
C3 -0.62 0.73 0.43
C4 -1.34 0.01 1.57
C5 -0.41 -0.04 -0.89
N1 -1.45 -0.92 -1.35
C6 0.94 -0.81 -0.52
C7 2.02 -0.84 -1.33
H1 2.48 2.35 1.64
H2 -1.12 1.68 0.21
H3 -1.65 -1.01 1.34
H4 -0.73 -0.11 2.47
H5 -2.23 0.57 1.87
H6 -0.16 0.67 -1.69
H7 -2.09 -1.24 -0.63
H8 -2.03 -0.46 -2.05
H9 0.71 -1.67 0.11
H10 2.04 -0.38 -2.31
H11 2.99 -1.15 -0.97


Below is C52H47BrGeNO3P2RbSe3Te as an isolated structure at a distorted geometry, with properties calculated with ωB97M-V/def2-TZVPD.

Its multiplicity is 1. Its LUMO energy is 2.710 eV. As for the charge: -2. The HOMO energy comes out at -0.533 eV.

Positions of all 112 atoms, in Å:
Rb1 1.20 -0.51 2.58
Se1 -2.07 -4.32 4.40
Se2 0.00 -3.57 5.02
Te1 1.66 -5.35 4.23
Se3 3.04 -3.28 4.52
O1 1.40 5.67 4.23
C1 1.01 4.38 4.39
C2 1.25 3.53 5.52
C3 0.93 2.22 5.48
N1 0.25 1.68 4.41
C4 -0.18 2.52 3.47
Br1 -1.13 2.03 1.87
C5 0.18 3.86 3.39
H1 2.00 6.05 4.88
H2 1.89 3.90 6.35
H3 1.21 1.52 6.29
H4 -0.15 4.52 2.57
C6 -3.92 -1.51 1.52
C7 -2.47 -1.82 1.85
P1 -1.48 -2.74 0.56
C8 -1.72 -1.88 -1.02
C9 -1.40 -2.66 -2.17
C10 -1.43 -2.10 -3.46
C11 -1.71 -0.76 -3.52
C12 -1.88 0.04 -2.39
C13 -1.91 -0.52 -1.11
C14 -2.57 -4.17 0.30
C15 -3.65 -4.18 -0.61
C16 -4.54 -5.25 -0.60
C17 -4.37 -6.34 0.25
C18 -3.20 -6.39 1.00
C19 -2.32 -5.34 1.05
P2 -4.50 0.20 2.09
C20 -4.65 -0.07 3.87
C21 -5.57 -0.98 4.40
C22 -5.47 -1.29 5.73
C23 -4.69 -0.52 6.61
C24 -3.77 0.39 6.08
C25 -3.80 0.64 4.72
C26 -6.22 0.19 1.49
C27 -7.20 0.85 2.22
C28 -8.50 0.97 1.82
C29 -8.84 0.46 0.54
C30 -7.91 -0.20 -0.21
C31 -6.62 -0.36 0.28
H5 -4.63 -2.21 1.92
H6 -4.09 -1.46 0.43
H7 -2.39 -2.46 2.73
H8 -1.86 -0.94 2.08
H9 -1.13 -3.70 -2.07
H10 -1.27 -2.69 -4.38
H11 -1.81 -0.37 -4.55
H12 -1.97 1.12 -2.42
H13 -2.14 0.12 -0.24
H14 -3.83 -3.34 -1.29
H15 -5.43 -5.16 -1.20
H16 -5.03 -7.20 0.39
H17 -2.99 -7.32 1.51
H18 -1.49 -5.47 1.80
H19 -6.26 -1.49 3.77
H20 -6.10 -2.06 6.17
H21 -4.83 -0.63 7.72
H22 -3.13 0.99 6.73
H23 -3.09 1.33 4.24
H24 -6.93 1.16 3.22
H25 -9.24 1.49 2.40
H26 -9.88 0.61 0.21
H27 -8.14 -0.52 -1.26
H28 -5.89 -0.95 -0.29
O2 3.30 0.47 1.13
C32 3.95 0.83 0.13
O3 3.64 0.52 -1.08
C33 5.33 1.60 0.36
C34 6.02 2.05 -0.90
Ge1 4.90 1.42 -2.46
C35 5.25 -0.52 -2.97
C36 5.07 -1.53 -2.00
C37 5.07 -2.89 -2.35
C38 5.41 -3.29 -3.65
C39 5.67 -2.29 -4.57
C40 5.55 -0.96 -4.29
C41 3.14 2.16 -3.31
C42 2.01 2.26 -2.47
C43 0.87 2.92 -2.92
C44 0.75 3.26 -4.27
C45 1.81 2.99 -5.13
C46 3.05 2.59 -4.61
C47 6.06 2.59 -3.73
C48 5.82 3.95 -3.82
C49 6.62 4.79 -4.65
C50 7.69 4.26 -5.29
C51 8.07 2.95 -5.04
C52 7.26 2.10 -4.27
H29 5.99 1.01 1.04
H30 4.99 2.49 0.90
H31 6.92 1.45 -1.05
H32 6.21 3.10 -0.87
H33 5.03 -1.23 -0.97
H34 4.85 -3.58 -1.57
H35 5.40 -4.38 -3.94
H36 6.07 -2.54 -5.53
H37 5.66 -0.26 -5.08
H38 2.02 1.91 -1.44
H39 0.09 3.20 -2.21
H40 -0.26 3.58 -4.65
H41 1.77 3.32 -6.19
H42 3.97 2.65 -5.21
H43 4.99 4.43 -3.33
H44 6.34 5.81 -4.75
H45 8.36 4.83 -5.95
H46 9.04 2.56 -5.43
H47 7.65 1.10 -4.10


Below is C30H32IrN5O3S as an isolated structure at a distorted geometry, with properties calculated with ωB97M-V/def2-TZVPD.

Its multiplicity is 1. Its LUMO energy is -6.442 eV. As for the charge: +2. The HOMO energy comes out at -13.163 eV.

Positions of all 72 atoms, in Å:
Ir1 0.31 0.41 -0.75
C1 3.00 -0.96 2.23
C2 2.27 -0.25 1.15
N1 1.18 -0.69 0.61
N2 0.57 -1.86 0.93
C3 -0.48 -2.06 0.15
O1 -0.86 -1.23 -0.79
C4 -1.27 -3.27 0.35
C5 -0.84 -4.26 1.24
C6 -1.62 -5.38 1.45
C7 -2.83 -5.53 0.78
C8 -3.25 -4.56 -0.13
C9 -2.47 -3.43 -0.34
C10 2.74 1.04 0.58
C11 3.90 1.65 1.02
C12 4.28 2.87 0.47
C13 3.48 3.46 -0.49
C14 2.33 2.80 -0.89
N3 1.97 1.61 -0.39
H1 2.45 -1.86 2.51
H2 3.10 -0.32 3.10
H3 4.00 -1.25 1.90
H4 0.10 -4.13 1.76
H5 -1.29 -6.14 2.14
H6 -3.44 -6.40 0.96
H7 -4.18 -4.69 -0.67
H8 -2.79 -2.68 -1.05
H9 4.49 1.19 1.79
H10 5.18 3.36 0.81
H11 3.73 4.41 -0.94
H12 1.69 3.21 -1.66
C15 -3.42 1.01 1.08
C16 -2.21 1.58 0.43
O2 -1.11 0.98 0.58
N4 -2.31 2.71 -0.25
C17 -1.18 3.38 -0.87
C18 -0.92 2.87 -2.26
C19 -1.11 3.68 -3.35
C20 -0.90 3.17 -4.63
C21 -0.54 1.85 -4.77
C22 -0.38 1.08 -3.62
N5 -0.51 1.58 -2.38
H13 -3.12 0.51 2.01
H14 -3.82 0.24 0.42
H15 -4.18 1.75 1.28
H16 -3.23 3.11 -0.36
H17 -0.31 3.22 -0.23
H18 -1.38 4.44 -0.90
H19 -1.43 4.70 -3.21
H20 -1.02 3.79 -5.50
H21 -0.40 1.40 -5.75
H22 0.05 -0.52 -4.57
C23 1.85 -6.69 -0.41
C24 2.02 -5.26 -0.84
C25 1.03 -4.62 -1.59
C26 1.18 -3.31 -2.00
C27 2.34 -2.61 -1.66
C28 3.33 -3.22 -0.91
C29 3.16 -4.54 -0.51
S1 2.45 -0.95 -2.26
C30 4.14 -0.46 -1.92
O3 -0.07 -0.22 -3.66
H23 1.34 -7.27 -1.18
H24 1.24 -6.75 0.50
H25 2.81 -7.16 -0.20
H26 0.13 -5.16 -1.85
H27 0.41 -2.83 -2.58
H28 4.24 -2.70 -0.64
H29 3.94 -5.02 0.07
H30 4.81 -1.21 -2.34
H31 4.34 -0.33 -0.86
H32 4.29 0.49 -2.43


Question: Which value of multiplicity does entry 6 give?
Answer: 1